Record 1
62
Properties=species:S:1:pos:R:3:forces:R:3:lowdin_charge:R:1 method="wB97M-V/def2-TZVPD" lumo_ev="-7.0 / -7.0" charge=+1 e_homo_ha="-0.489 / -0.487" fmax_ev_per_a=8.45 multiplicity=3
Ni -0.761543 -2.679306 1.898912 -1.6 2.6 0.0 0.892
S -1.434788 -4.354809 4.665434 3.2 -3.2 -0.2 0.639
S -3.182696 -2.758284 4.101972 -6.6 5.0 -1.6 0.518
F 0.125032 -4.096581 4.211009 -0.4 -0.7 0.3 -0.237
F -3.889431 -2.267638 2.717178 0.3 -0.9 0.0 -0.221
O -1.485828 -3.906957 6.026702 -0.4 0.4 -1.7 -0.218
O -1.713722 -5.759555 4.395750 0.4 3.1 -0.2 -0.230
O -3.554289 2.850475 -2.148662 0.7 0.3 0.0 0.071
O -4.131575 -3.752125 4.593574 2.9 1.1 -0.5 -0.223
O 4.366283 1.968774 -1.597548 -6.3 -1.5 -1.8 0.196
O -1.640483 -1.405975 0.744414 1.3 -1.4 0.2 -0.324
O 1.374598 -0.376655 4.648420 -0.7 -0.2 -0.4 0.160
O -0.595510 -3.421691 -3.862831 -0.1 1.1 0.7 0.082
O 0.173012 -0.926206 2.915423 0.4 -0.3 0.3 -0.063
O -0.427955 -1.282744 -3.554239 0.3 0.0 0.1 0.031
O -3.114592 -1.430012 4.683894 0.9 -2.0 0.6 -0.273
O -4.442689 0.903052 -2.404774 1.1 0.6 1.0 0.055
N 0.470046 -0.193673 3.882756 0.7 -0.3 -0.8 -0.382
N -0.909268 -2.373966 -3.308281 -0.4 -1.3 -1.4 -0.431
N -3.849316 1.758150 -1.736916 -1.7 -0.6 -0.3 -0.435
N 3.146392 1.573815 -1.743296 5.5 2.0 3.5 0.121
N -1.845265 -3.218182 3.424039 0.0 -3.0 2.7 -0.369
C 2.841655 0.396252 -0.762799 -1.6 -3.1 -1.9 -0.403
C 2.819611 0.819516 0.653815 -0.1 2.4 1.1 -0.018
C -3.695872 1.489298 -0.256388 -0.1 -0.6 -0.4 0.053
C 1.747679 1.875205 -3.784502 0.1 -0.7 -0.3 0.012
C 0.774496 2.390863 -1.484097 0.5 -0.6 0.5 -0.096
C -0.305139 1.075224 3.919144 0.1 -0.9 0.5 0.091
C -1.977061 -2.442259 -2.272617 1.0 0.7 0.1 0.056
C 3.845450 -0.838496 -0.900329 -1.2 0.7 -0.5 0.018
C 2.031249 2.468232 -2.393660 -0.8 0.4 -1.2 -0.403
C 0.319500 0.954625 -1.165826 0.5 -0.3 0.6 -0.168
C 1.425676 -0.112003 -1.204196 0.1 -0.2 -0.5 -0.147
C 2.531308 3.898374 -2.584796 0.4 0.1 1.3 -0.015
H -1.330686 0.732081 3.790298 -0.1 0.4 0.2 0.105
H -2.797626 -3.078665 -2.592728 0.2 0.0 0.1 0.114
H 2.708644 1.715150 -4.273644 -0.1 -0.3 -0.2 0.104
H 0.002486 0.908787 -0.122772 -0.4 0.4 0.0 0.094
H 1.121477 0.982638 -3.770850 0.5 -0.4 0.2 0.080
H -2.814996 1.968500 0.165139 0.0 0.1 -0.4 0.090
H 1.008551 2.921173 -0.559703 0.1 0.0 0.1 0.114
H -0.045655 1.483143 4.893261 -0.4 0.5 -0.3 0.115
H 1.509673 -0.666320 -2.140562 0.1 0.7 -0.5 0.100
H 2.697805 -0.027424 1.326645 0.7 -0.1 -0.2 0.108
H 0.031572 1.632540 3.047065 0.0 0.2 0.2 0.101
H 4.891408 -0.650255 -0.667758 -0.1 0.2 -0.1 0.095
H 1.988202 1.467702 0.941051 -0.4 0.0 -0.5 0.081
H 0.984803 -0.910620 -0.605298 0.8 0.0 0.7 0.114
H -2.400383 -0.814135 0.816986 0.3 -0.6 0.6 -0.035
H -0.516347 0.558331 -1.741161 0.0 0.4 -0.3 0.102
H 2.611290 4.398434 -1.617297 0.2 -0.1 0.2 0.095
H 3.679498 -1.326327 -1.861003 0.5 0.3 -0.3 0.091
H -3.670954 0.403332 -0.191699 0.0 0.1 0.2 0.073
H 1.166539 2.513103 -4.450634 0.2 0.7 0.5 0.112
H -0.068700 2.946840 -1.894476 0.3 0.1 -0.6 0.139
H 1.789219 4.511673 -3.093903 0.0 -0.4 -0.5 0.110
H -4.592407 1.862830 0.235657 0.0 0.0 -0.2 0.110
H 3.660737 1.490539 0.834658 0.5 -0.7 0.6 0.107
H 3.451161 -1.590863 -0.216903 0.1 0.3 0.3 0.092
H 3.516738 3.953802 -3.044577 -0.2 0.0 -0.3 0.097
H -2.224102 -1.398754 -2.092053 -0.4 -0.3 0.1 0.078
H -1.392909 -2.811953 -1.430432 -0.7 -0.2 0.3 0.077

***

Record 2
57
Properties=species:S:1:pos:R:3:forces:R:3:lowdin_charge:R:1 method="wB97M-V/def2-TZVPD" lumo_ev="-8.6 / -8.7" charge=+2 e_homo_ha="-0.591 / -0.596" e_above_lowest_kj_mol=0.0 fmax_ev_per_a=0.13
Os -0.146102 0.338915 -1.716743 0.1 0.1 0.0 1.741
P -1.252591 -1.490193 0.063835 0.0 0.0 0.0 0.365
F 1.264528 0.266879 -3.236616 0.0 0.0 0.0 -0.086
F -0.017297 0.811390 -5.116663 0.0 0.0 0.0 0.238
F 0.922253 -1.303573 -4.954770 0.0 0.0 0.0 0.290
F -0.772445 -0.642219 -3.477943 0.0 0.0 0.0 -0.023
O 0.257020 -1.432337 -0.586273 0.0 0.0 0.0 -0.342
O -1.662389 -0.127040 -0.784537 -0.1 0.0 0.0 -0.348
O -1.035634 -0.998722 1.508707 0.0 0.0 0.0 -0.158
O -2.056319 -2.653307 -0.241458 0.0 0.0 0.0 -0.158
N 1.459612 3.146597 0.876838 0.0 0.0 0.0 -0.091
N 0.883428 1.326704 -0.443331 0.0 0.0 0.0 -0.015
N -1.004192 4.350682 -2.769733 0.0 0.0 0.0 0.228
N 0.087324 3.497092 -0.938258 0.0 0.0 0.0 0.201
N -0.743041 2.055348 -2.586113 0.1 0.0 0.0 0.022
C 1.460278 4.593618 1.142996 0.0 0.0 0.0 0.018
C 1.158412 -2.684007 -0.827523 0.0 -0.1 0.0 -0.525
C -1.805915 -2.775233 3.019732 0.0 0.0 0.0 -0.015
C -0.563913 3.259429 -2.143136 0.0 0.0 0.0 -0.403
C 2.526136 -2.086643 -1.056655 0.0 0.0 0.0 -0.011
C -3.366912 -0.924646 2.301682 0.0 0.0 0.0 -0.018
C -1.956059 -1.304757 2.697736 0.0 0.0 0.0 -0.555
C 0.822716 2.642923 -0.160027 0.0 0.0 0.0 -0.320
C 0.608284 -3.405554 -2.034076 0.0 0.0 0.0 0.007
C 1.085195 -3.498090 0.444875 0.0 0.0 0.0 -0.012
C 2.187497 2.254561 1.796171 0.0 0.0 0.0 0.023
C -1.399852 -0.414357 3.785366 0.0 0.0 0.0 -0.022
B 0.360132 -0.252849 -4.396738 0.0 0.0 0.0 -1.088
H 0.003813 4.439157 -0.587830 0.0 0.0 0.0 0.140
H -1.477656 0.637020 3.505632 0.0 0.0 0.0 0.088
H 2.879236 -1.554317 -0.171197 0.0 0.0 0.0 0.093
H 1.210889 -4.297244 -2.209300 0.0 0.0 0.0 0.119
H 1.846853 5.143442 0.283908 0.0 0.0 0.0 0.114
H -0.360084 -0.663546 3.997420 0.0 0.0 0.0 0.092
H -4.020227 -1.057171 3.164124 0.0 0.0 0.0 0.110
H 0.461952 4.943258 1.415298 0.0 0.0 0.0 0.115
H 2.541850 2.843944 2.633825 0.0 0.0 0.0 0.107
H 0.088730 -3.909675 0.604344 0.0 0.0 0.0 0.090
H 1.390091 -2.910553 1.311610 0.0 0.0 0.0 0.099
H 3.053233 1.811445 1.301564 0.0 0.0 0.0 0.116
H 1.523863 1.480462 2.183744 0.0 0.0 0.0 0.105
H -1.976231 -0.564178 4.697883 0.0 0.0 0.0 0.107
H -1.551694 4.263944 -3.612175 0.0 0.0 0.0 0.148
H -1.120979 1.998326 -3.528336 0.0 0.0 0.0 0.115
H -0.421903 -3.717545 -1.869715 0.0 0.0 0.0 0.097
H 1.775402 -4.336435 0.347583 0.0 0.0 0.0 0.116
H 3.229898 -2.894554 -1.256454 0.0 0.0 0.0 0.116
H -0.697473 5.278010 -2.526097 0.0 0.0 0.0 0.139
H 2.536304 -1.425763 -1.924085 0.0 0.0 0.0 0.079
H 0.669183 -2.789825 -2.930684 0.0 0.0 0.0 0.078
H 2.117191 4.788781 1.982497 0.0 0.0 0.0 0.107
H -2.170323 -3.399530 2.205432 0.0 0.0 0.0 0.088
H -2.398451 -2.997650 3.907606 0.0 0.0 0.0 0.110
H -0.766947 -3.022647 3.238435 0.0 0.0 0.0 0.095
H -3.420528 0.121977 1.998549 0.0 0.0 0.0 0.096
H -3.744289 -1.560417 1.500465 0.0 0.0 0.0 0.091
H 1.498143 0.800672 0.168610 0.0 0.0 0.0 0.084

***

Record 3
56
Properties=species:S:1:pos:R:3:forces:R:3:lowdin_charge:R:1 method="wB97M-V/def2-TZVPD" lumo_ev="0.2 / -3.7" charge=0 e_homo_ha="-0.320 / -0.320" fmax_ev_per_a=3.96 multiplicity=2
Cl 24.703343 -3.129984 31.273228 0.3 0.3 -0.3 0.549
Cl 24.556803 -0.956282 29.226161 0.7 -1.0 0.5 0.545
Cl 26.664916 -3.087952 29.014143 -0.8 0.4 0.6 0.508
S 20.471813 -1.414111 29.152699 -1.9 -1.6 1.7 0.613
F 22.195864 0.375156 27.963179 -0.8 -0.4 0.5 0.057
F 20.144289 1.043664 27.829856 0.3 -1.0 1.1 0.117
F 21.248891 1.216479 29.693721 -0.4 -0.3 0.5 0.160
O 18.946006 -4.751712 30.046030 0.0 0.2 0.0 0.048
O 22.647202 -5.402774 28.528344 -0.7 -0.4 -0.1 -0.320
O 20.255212 -4.726668 27.430719 -1.9 -0.8 -1.5 0.278
O 20.390452 -2.194131 27.924582 0.5 0.7 -1.0 -0.329
O 21.607425 -4.356158 30.714888 -0.1 -1.3 2.8 0.214
O 21.506657 -2.032059 30.034475 -0.3 2.2 -0.7 -0.362
O 19.153513 -1.335951 29.801418 2.1 0.9 -0.8 -0.299
O 17.801666 -1.651001 32.322017 -1.1 -0.4 -0.4 -0.153
C 23.300151 -6.649014 28.240474 -0.5 1.2 1.2 -0.549
C 16.927735 -2.200314 33.354538 1.3 -0.5 -0.9 -0.148
C 24.781541 -6.640364 28.702412 -0.2 0.3 -0.1 -0.067
C 19.139940 -1.622279 32.770332 -0.4 1.3 0.0 -0.215
C 18.931364 -1.682779 34.242448 3.2 0.6 1.8 -0.228
C 22.527401 -7.864160 28.762242 1.0 0.1 0.0 -0.085
C 25.004723 -2.674361 29.585865 -0.3 0.2 -0.8 -1.470
C 19.114408 -5.974417 32.059467 0.8 -0.4 0.1 -0.043
C 18.253461 -5.593895 30.871374 0.1 -1.5 -0.7 -0.477
C 17.823037 -6.871395 30.108120 0.3 -0.5 0.1 -0.029
C 17.906588 -2.635320 34.448659 -3.6 -1.7 0.5 -0.221
C 21.029182 0.433439 28.663932 0.7 -0.4 -1.6 -0.579
H 24.324660 -3.275803 28.982642 0.1 0.0 0.1 -0.015
H 24.964269 -6.581550 29.775379 -0.6 -0.3 0.3 0.071
H 16.469519 -3.102445 32.949188 -0.8 0.4 -0.2 0.103
H 23.160435 -8.651328 28.352688 -0.6 -0.8 0.1 0.070
H 17.442777 -5.061373 31.368686 -0.7 0.5 -0.6 0.168
H 23.312036 -6.870280 27.173234 0.1 0.6 -0.5 0.113
H 21.506562 -7.912093 28.383180 0.1 0.0 -0.2 0.060
H 17.447207 -2.588833 35.436035 0.0 0.1 0.1 0.123
H 22.105413 -4.788880 30.017488 1.6 -2.0 -2.8 0.052
H 19.408406 -5.080763 32.609957 -0.2 -0.2 0.3 0.081
H 18.232340 -3.668782 34.330603 0.0 -0.1 -0.3 0.106
H 20.016934 -6.469477 31.701025 0.2 0.0 -0.1 0.087
H 25.302296 -5.749957 28.350163 -0.2 0.0 -0.5 0.042
H 18.553580 -0.737659 34.632470 0.4 0.4 -0.2 0.135
H 17.428988 -7.609668 30.806523 -0.6 0.2 0.0 0.084
H 19.715863 -2.387154 32.249384 0.3 -0.2 0.4 0.102
H 21.118719 -5.080813 27.655502 3.4 -1.3 1.3 0.072
H 17.235477 -6.806108 29.192364 -0.5 0.6 0.4 0.085
H 20.683540 -4.616680 30.727821 -0.8 0.0 -0.3 0.067
H 21.677245 -3.408495 30.578262 -0.2 2.6 -0.5 0.006
H 18.693837 -7.412780 29.738365 0.6 0.3 0.1 0.075
H 20.355877 -3.776698 27.335740 0.1 2.2 0.2 0.077
H 18.624084 -6.735801 32.666081 -0.2 0.4 0.3 0.099
H 25.313105 -7.510435 28.317042 0.0 -0.1 0.0 0.070
H 22.499564 -7.984878 29.845178 0.1 0.2 0.2 0.068
H 19.754027 -2.035571 34.864435 0.7 0.7 -0.2 0.128
H 16.267037 -1.373954 33.616692 -0.4 -0.5 0.3 0.124
H 19.545883 -0.629603 32.575633 0.3 -0.2 -0.7 0.126
H 19.634702 -4.889000 28.145016 -0.6 0.0 0.8 0.107